1.
Density functional theory data (ωB97M-V/def2-TZVPD) for 10 unconnected molecules or ions with the total composition C40H50F30O20.

```
! RIJCOSX wB97M-V def2-TZVPD def2/J DEFGRID3
* xyz 1 2
C -1.175 1.484 -1.652
C -0.508 0.416 -0.845
O 0.660 0.974 -0.350
C 1.420 0.181 0.455
O 1.248 -1.022 0.619
C 2.424 0.891 1.251
F 2.143 0.772 2.603
F 3.549 0.190 0.987
F 2.704 2.092 0.815
H -0.799 1.462 -2.675
H -0.934 2.499 -1.335
H -2.246 1.279 -1.661
H -0.242 -0.381 -1.540
H -1.038 -0.058 -0.019
C 2.273 -4.221 1.205
C 3.098 -5.545 1.428
O 2.373 -6.351 2.359
C 1.342 -7.154 1.975
O 0.776 -7.103 0.892
C 0.785 -8.010 3.121
F 1.645 -7.864 4.196
F -0.447 -7.614 3.406
F 0.710 -9.293 2.912
H 2.145 -3.806 2.205
H 1.336 -4.403 0.677
H 2.892 -3.487 0.690
H 4.124 -5.379 1.757
H 3.282 -6.083 0.498
C 2.578 5.263 1.756
C 3.545 5.615 2.850
O 4.012 4.491 3.608
C 3.199 3.825 4.353
O 2.013 4.197 4.622
C 3.856 2.643 5.164
F 4.334 3.040 6.340
F 2.954 1.742 5.282
F 4.896 2.133 4.576
H 1.908 4.444 2.019
H 3.192 4.944 0.913
H 1.999 6.115 1.400
H 3.088 6.343 3.519
H 4.313 6.210 2.355
C -6.913 -5.831 -1.221
C -6.440 -4.346 -1.537
O -5.467 -3.864 -0.609
C -5.041 -2.521 -0.726
O -5.487 -1.703 -1.555
C -3.960 -2.135 0.329
F -3.415 -3.216 0.875
F -3.064 -1.305 -0.184
F -4.746 -1.565 1.244
H -6.329 -6.686 -1.563
H -7.817 -5.956 -1.817
H -7.154 -5.819 -0.158
H -7.347 -3.742 -1.556
H -6.011 -4.234 -2.532
C 6.066 0.185 7.204
C 6.797 -0.797 6.397
O 6.285 -0.973 5.118
C 6.810 -0.199 4.141
O 7.773 0.577 4.236
C 6.155 -0.562 2.713
F 6.005 0.520 1.909
F 7.072 -1.304 2.079
F 5.053 -1.215 2.893
H 5.019 -0.110 7.139
H 6.195 1.203 6.837
H 6.371 0.066 8.244
H 6.595 -1.831 6.676
H 7.875 -0.637 6.373
C 4.719 -2.026 -0.924
C 5.088 -3.340 -1.780
O 6.464 -3.615 -1.836
C 7.208 -4.175 -0.892
O 6.751 -4.646 0.133
C 8.773 -4.175 -1.184
F 9.096 -3.637 -2.367
F 9.424 -3.625 -0.153
F 9.086 -5.482 -1.259
H 3.798 -1.497 -1.170
H 5.519 -1.288 -0.986
H 4.671 -2.147 0.158
H 4.729 -3.340 -2.809
H 4.614 -4.132 -1.200
C -0.009 4.355 -8.542
C -1.223 4.834 -7.744
O -0.984 5.239 -6.401
C -1.372 4.371 -5.411
O -1.900 3.254 -5.600
C -1.111 4.899 -4.000
F -0.101 4.266 -3.420
F -0.828 6.215 -3.917
F -2.241 4.722 -3.317
H -0.407 4.059 -9.513
H 0.352 3.398 -8.166
H 0.735 5.141 -8.673
H -1.966 4.037 -7.744
H -1.687 5.640 -8.313
C -5.089 0.929 -4.409
C -3.876 0.376 -5.240
O -3.667 -1.101 -5.058
C -2.750 -1.552 -4.224
O -2.016 -0.878 -3.456
C -2.683 -3.050 -4.134
F -1.432 -3.392 -4.532
F -3.018 -3.443 -2.937
F -3.502 -3.598 -5.000
H -5.063 2.019 -4.419
H -4.998 0.494 -3.413
H -6.036 0.687 -4.892
H -2.881 0.785 -5.065
H -3.911 0.722 -6.273
C -0.995 4.892 2.159
C -1.380 3.458 2.138
O -1.498 2.920 3.435
C -1.741 1.638 3.592
O -1.873 0.752 2.732
C -1.605 1.220 5.073
F -2.764 0.884 5.588
F -0.783 0.213 5.323
F -1.209 2.273 5.766
H -0.151 4.962 2.845
H -1.789 5.518 2.566
H -0.799 5.246 1.147
H -0.720 2.846 1.524
H -2.314 3.298 1.599
C -5.738 3.640 0.103
C -5.550 2.212 -0.442
O -6.748 1.847 -1.180
C -7.674 0.921 -0.651
O -7.581 0.478 0.522
C -8.845 0.450 -1.634
F -8.754 -0.877 -1.814
F -10.056 0.647 -1.047
F -8.722 1.147 -2.819
H -6.775 3.852 0.363
H -5.336 4.329 -0.640
H -5.159 3.721 1.023
H -5.251 1.506 0.332
H -4.768 2.231 -1.201
*
```

**Frontier orbital gap (alpha / beta)**: 6.7 / 1.8 eV
**E_tot**: -164752.82769 eV



2.
Density functional theory data (ωB97M-V/def2-TZVPD) for a molecular structure, C40H50N7O7PSSn.

```
! RIJCOSX wB97M-V def2-TZVPD def2/J DEFGRID3
* xyz 0 1
Sn -0.059 -0.839 0.411
C -5.968 -0.775 -1.056
C -5.630 -1.875 -1.802
C -4.328 -2.343 -1.781
C -3.360 -1.718 -0.949
C -3.766 -0.646 -0.143
C -5.043 -0.165 -0.230
N -2.023 -2.091 -0.949
N -1.835 -3.243 -1.539
C -0.565 -3.688 -1.497
C -0.363 -5.063 -1.875
C 0.877 -5.622 -1.729
C 1.936 -4.761 -1.433
C 1.703 -3.438 -1.142
N 0.480 -2.896 -1.158
H -6.969 -0.368 -1.142
H -6.402 -2.350 -2.450
H -3.966 -3.169 -2.389
H -3.002 -0.209 0.536
H -5.338 0.709 0.367
H -1.236 -5.607 -2.212
H 1.052 -6.704 -1.844
H 2.951 -5.185 -1.402
H 2.490 -2.757 -0.875
C 4.274 0.219 3.859
C 4.947 -0.847 3.002
N 4.906 -0.514 1.566
C 6.120 0.086 0.983
C 6.056 1.603 0.917
C 3.787 -0.565 0.831
S 2.406 -1.337 1.546
N 3.890 -0.142 -0.430
C 2.931 0.178 -1.302
O 1.688 0.208 -1.123
C 3.455 0.532 -2.684
C 2.691 0.277 -3.837
C 3.169 0.561 -5.099
C 4.421 1.182 -5.250
C 5.161 1.442 -4.118
C 4.691 1.118 -2.863
H 4.240 -0.083 4.921
H 3.243 0.421 3.501
H 4.884 1.134 3.778
H 4.449 -1.820 3.117
H 6.007 -0.995 3.240
H 6.293 -0.399 0.001
H 6.917 -0.250 1.676
H 5.143 1.882 0.354
H 6.944 2.000 0.432
H 6.050 2.037 1.912
H 1.659 -0.134 -3.731
H 2.527 0.317 -5.948
H 4.774 1.506 -6.234
H 6.176 1.832 -4.202
H 5.319 1.322 -1.992
O -3.630 -1.757 3.545
C -2.921 -2.725 4.208
C -3.391 -3.218 5.435
C -2.653 -4.202 6.088
C -1.509 -4.745 5.504
C -1.094 -4.320 4.244
C -1.711 -3.238 3.633
C -1.100 -2.725 2.366
O -0.631 -3.516 1.514
O -1.016 -1.387 2.323
H -4.549 -1.757 3.888
H -4.308 -2.837 5.902
H -2.970 -4.545 7.075
H -0.942 -5.517 6.050
H -0.276 -4.861 3.701
C -4.315 2.119 -3.993
C -3.136 1.244 -3.603
O -2.149 2.042 -2.961
P -1.352 1.751 -1.553
O -0.277 2.991 -1.661
C 0.854 2.994 -2.589
C 0.697 4.192 -3.480
O -2.364 2.416 -0.430
C -2.584 3.843 -0.262
C -3.988 4.084 0.291
H -5.012 1.509 -4.565
H -4.000 2.927 -4.671
H -4.833 2.555 -3.115
H -2.661 0.794 -4.503
H -3.447 0.428 -2.922
H 0.863 2.029 -3.127
H 1.745 3.030 -1.975
H -0.243 4.147 -4.069
H 1.552 4.253 -4.181
H 0.643 5.109 -2.871
H -2.486 4.319 -1.243
H -1.824 4.206 0.426
H -4.731 3.509 -0.262
H -4.258 5.145 0.312
H -4.053 3.758 1.361
C -2.104 1.363 3.207
C -0.861 1.995 2.664
N -0.009 1.454 1.781
C 0.977 2.417 1.555
C 0.735 3.522 2.341
N -0.412 3.203 3.064
H -1.870 0.325 3.452
H -2.915 1.351 2.446
H -2.429 1.923 4.089
H 1.736 2.199 0.813
H 1.222 4.461 2.456
H -0.867 3.778 3.762
*
```

**Frontier orbital gap**: 5.4 eV
**E_tot**: -93012.17775 eV



3.
Density functional theory data (ωB97M-V/def2-TZVPD) for a molecular structure, C40H52BCl3NO4SeTi.

```
! RIJCOSX wB97M-V def2-TZVPD def2/J DEFGRID3
* xyz 1 1
Ti -0.668 1.178 -0.125
C -5.380 -4.278 -1.999
C -3.917 -4.381 -2.454
C -3.893 -4.867 -3.904
C -3.182 -5.411 -1.582
C -3.240 -3.022 -2.293
C -3.173 -2.428 -1.043
C -2.546 -1.207 -0.904
Se -2.443 -0.454 0.904
C -1.041 -1.634 1.535
C -1.350 -2.799 2.189
C -0.318 -3.670 2.539
C 0.974 -3.279 2.208
C 1.310 -2.089 1.556
C 0.260 -1.249 1.209
O 0.384 -0.054 0.555
C 2.802 -1.827 1.273
C 3.105 -0.483 0.601
C 3.324 -2.941 0.351
C 3.568 -1.855 2.606
C -0.640 -4.983 3.246
C -1.342 -4.682 4.577
C 0.617 -5.805 3.531
C -1.574 -5.815 2.352
C -1.960 -0.518 -1.962
O -1.393 0.703 -1.742
C -2.042 -1.084 -3.243
C -2.671 -2.320 -3.360
C -1.433 -0.377 -4.465
C -2.118 0.984 -4.674
C -1.630 -1.190 -5.749
C 0.078 -0.196 -4.267
H -5.872 -5.246 -2.109
H -5.922 -3.546 -2.601
H -5.458 -3.981 -0.951
H -4.386 -5.838 -3.964
H -2.871 -4.991 -4.270
H -4.425 -4.183 -4.569
H -3.650 -6.391 -1.688
H -3.211 -5.137 -0.525
H -2.136 -5.494 -1.883
H -3.606 -2.904 -0.170
H -2.385 -3.024 2.414
H 1.787 -3.939 2.472
H 2.662 -0.409 -0.391
H 4.187 -0.401 0.489
H 2.767 0.359 1.206
H 2.785 -2.934 -0.599
H 3.211 -3.928 0.800
H 4.384 -2.784 0.146
H 3.202 -1.073 3.275
H 4.630 -1.678 2.423
H 3.475 -2.813 3.118
H -0.701 -4.083 5.226
H -1.576 -5.616 5.093
H -2.277 -4.140 4.428
H 1.307 -5.272 4.189
H 1.141 -6.072 2.611
H 0.333 -6.731 4.031
H -2.516 -5.296 2.162
H -1.808 -6.763 2.840
H -1.101 -6.029 1.391
H -2.725 -2.762 -4.341
H -3.188 0.844 -4.840
H -1.698 1.473 -5.556
H -1.983 1.645 -3.820
H -2.688 -1.338 -5.976
H -1.139 -2.164 -5.693
H -1.187 -0.642 -6.581
H 0.313 0.432 -3.411
H 0.508 0.274 -5.154
H 0.561 -1.166 -4.128
C 3.299 8.999 1.949
C 3.755 7.620 2.448
C 5.280 7.505 2.312
C 3.393 7.501 3.929
C 3.087 6.533 1.605
C 3.319 6.496 0.222
C 2.750 5.545 -0.617
C 1.927 4.614 -0.026
O 1.213 3.572 -0.595
B 0.544 2.974 0.469
O 0.824 3.603 1.661
C 1.692 4.637 1.330
C 2.247 5.572 2.171
H 3.765 9.785 2.548
H 2.215 9.102 2.033
H 3.577 9.163 0.907
H 5.764 8.275 2.917
H 5.605 7.637 1.280
H 5.627 6.529 2.657
H 3.896 8.294 4.485
H 3.716 6.546 4.347
H 2.319 7.612 4.092
H 3.970 7.236 -0.225
H 2.945 5.538 -1.681
H 2.028 5.545 3.229
Cl -2.788 5.302 -2.885
C -2.780 5.270 -1.130
Cl -4.352 5.673 -0.471
Cl -1.514 6.319 -0.478
C -2.433 3.902 -0.698
N -2.098 2.871 -0.341
*
```

**Frontier orbital gap**: 7.2 eV
**E_tot**: -178707.66078 eV



4.
Density functional theory data (ωB97M-V/def2-TZVPD) for a molecular structure, C40H52CuN4O.

```
! RIJCOSX wB97M-V def2-TZVPD def2/J DEFGRID3
* xyz 0 2
Cu -0.006 0.002 -0.095
C -5.654 -2.223 -1.398
C -5.395 -1.612 -0.014
C -4.228 -0.675 -0.029
C -4.231 0.684 -0.063
C -5.408 1.607 -0.094
C -5.730 2.073 -1.520
C -2.840 1.094 -0.126
C -2.413 2.410 -0.127
C -1.094 2.830 -0.134
C -0.682 4.219 -0.081
C -1.603 5.398 -0.097
C -2.026 5.768 -1.525
C 0.679 4.216 -0.068
C 1.085 2.825 -0.109
C 2.403 2.402 -0.075
C 2.830 1.086 -0.098
N 2.018 -0.002 -0.143
C 2.826 -1.091 -0.110
C 2.401 -2.408 -0.074
C 1.083 -2.831 -0.066
N -0.005 -2.019 -0.105
C -1.095 -2.826 -0.031
C -2.411 -2.399 -0.007
C -2.836 -1.083 -0.067
N -2.029 0.005 -0.134
C -0.687 -4.215 0.053
C 0.672 -4.218 0.031
C 1.603 -5.390 0.035
C 2.107 -5.718 -1.378
C -1.623 -5.383 0.089
C -2.196 -5.696 -1.300
C 4.218 -0.685 -0.058
C 4.220 0.675 -0.045
C 5.395 1.601 -0.038
C 5.705 2.144 -1.439
C 5.385 -1.621 -0.075
C 5.642 -2.182 -1.481
N -0.006 2.017 -0.153
C 1.610 5.387 -0.073
C 2.183 5.654 -1.472
H -6.492 -2.922 -1.370
H -4.772 -2.756 -1.755
H -5.884 -1.437 -2.119
H -5.224 -2.409 0.713
H -6.288 -1.075 0.310
H -5.216 2.476 0.540
H -6.279 1.098 0.322
H -4.883 2.612 -1.947
H -6.601 2.730 -1.530
H -5.940 1.214 -2.158
H -3.177 3.175 -0.100
H -1.107 6.253 0.365
H -2.491 5.186 0.502
H -1.151 6.022 -2.124
H -2.704 6.623 -1.527
H -2.529 4.926 -2.003
H 3.167 3.166 -0.015
H 3.167 -3.170 -0.023
H -3.178 -3.158 0.076
H 1.090 -6.261 0.444
H 2.455 -5.187 0.688
H 1.265 -5.945 -2.033
H 2.777 -6.579 -1.365
H 2.643 -4.868 -1.800
H -2.441 -5.183 0.785
H -1.095 -6.261 0.464
H -2.756 -4.844 -1.686
H -2.862 -6.560 -1.263
H -1.388 -5.912 -2.000
H 6.271 1.073 0.342
H 5.207 2.433 0.644
H 5.904 1.321 -2.127
H 6.580 2.796 -1.422
H 4.858 2.711 -1.828
H 5.215 -2.444 0.624
H 6.279 -1.097 0.268
H 4.758 -2.700 -1.854
H 6.478 -2.883 -1.480
H 5.871 -1.370 -2.172
H 2.429 5.213 0.629
H 1.079 6.276 0.273
H 2.745 4.790 -1.827
H 2.846 6.521 -1.466
H 1.376 5.843 -2.180
C -0.130 -0.691 4.517
C 0.151 0.814 4.510
C -0.265 1.198 3.094
O 0.016 0.052 2.289
C 0.286 -1.089 3.105
H -1.197 -0.873 4.663
H 0.427 -1.235 5.279
H 1.217 0.998 4.654
H -0.406 1.365 5.267
H 0.286 2.050 2.693
H -1.337 1.421 3.041
H 1.357 -1.318 3.055
H -0.270 -1.941 2.711
*
```

**Frontier orbital gap (alpha / beta)**: 5.8 / 5.9 eV
**E_tot**: -94974.44997 eV